No. 1
128
Properties=species:S:1:pos:R:3:lowdin_charge:R:1 method="wB97M-V/def2-TZVPD" lumo_energy_ev=1.83 multiplicity=1 charge=-1 homo_lumo_gap_ev=5.180
Cs -1.153 -0.126 0.422 0.44
C -0.403 -3.914 -0.301 -0.15
C -0.845 -4.106 -1.754 -0.54
C -0.310 -5.459 -2.225 -0.12
P -0.445 -2.519 -2.672 1.05
C -1.411 -2.636 -4.267 -0.56
C -0.964 -1.496 -5.181 -0.13
C -1.498 -3.940 -5.056 -0.12
C 1.348 -2.708 -3.086 -0.37
C 1.836 -3.802 -3.807 -0.11
C 3.195 -4.004 -3.986 -0.10
C 4.092 -3.109 -3.423 -0.09
C 3.620 -1.994 -2.747 -0.11
C 2.252 -1.738 -2.585 -0.34
Si 1.559 -0.102 -1.806 0.56
C 1.228 0.814 -3.506 -0.31
C 1.860 0.400 -4.689 -0.13
C 1.720 1.072 -5.892 -0.09
C 0.933 2.213 -5.952 -0.09
C 0.280 2.640 -4.809 -0.12
C 0.391 1.949 -3.596 -0.36
P -0.542 2.479 -2.097 1.03
C -2.328 2.750 -2.628 -0.54
C -3.100 1.472 -2.274 -0.16
C -2.691 3.166 -4.053 -0.13
C 0.085 4.195 -1.727 -0.56
C 1.549 4.080 -1.300 -0.13
C -0.085 5.302 -2.761 -0.12
C 3.190 0.867 -1.325 -0.31
C 4.071 1.375 -2.290 -0.11
C 5.157 2.173 -1.971 -0.09
C 5.404 2.491 -0.643 -0.09
C 4.565 1.995 0.339 -0.11
C 3.464 1.191 0.022 -0.40
P 2.319 0.579 1.327 1.00
C 3.113 -1.025 1.875 -0.55
C 4.607 -1.155 1.600 -0.11
C 2.355 -2.208 1.275 -0.15
C 2.568 1.640 2.855 -0.56
C 3.829 1.559 3.720 -0.12
C 2.185 3.087 2.547 -0.14
H -0.702 -4.768 0.314 0.08
H -0.822 -3.014 0.145 -0.01
H 0.686 -3.831 -0.253 0.07
H -1.942 -4.130 -1.785 0.10
H 0.773 -5.502 -2.104 0.07
H -0.542 -5.687 -3.263 0.05
H -0.741 -6.252 -1.606 0.08
H -2.424 -2.403 -3.915 0.10
H 0.040 -1.682 -5.566 0.07
H -0.933 -0.537 -4.659 0.05
H -1.643 -1.405 -6.033 0.08
H -0.524 -4.253 -5.435 0.06
H -2.147 -3.794 -5.925 0.07
H -1.922 -4.752 -4.467 0.06
H 1.147 -4.521 -4.227 0.07
H 3.548 -4.861 -4.549 0.09
H 5.159 -3.265 -3.533 0.10
H 4.338 -1.280 -2.357 0.09
H 2.491 -0.482 -4.669 0.09
H 2.231 0.711 -6.777 0.10
H 0.822 2.763 -6.879 0.10
H -0.334 3.523 -4.873 0.07
H -2.663 3.543 -1.948 0.10
H -2.619 0.591 -2.714 0.07
H -4.126 1.516 -2.646 0.08
H -3.162 1.324 -1.195 0.01
H -2.387 2.404 -4.772 0.07
H -2.244 4.113 -4.353 0.05
H -3.776 3.278 -4.127 0.08
H -0.507 4.464 -0.842 0.10
H 2.178 3.777 -2.141 0.08
H 1.681 3.332 -0.517 0.05
H 1.918 5.040 -0.930 0.08
H 0.521 5.109 -3.648 0.07
H 0.252 6.256 -2.343 0.07
H -1.124 5.426 -3.069 0.06
H 3.888 1.153 -3.336 0.09
H 5.803 2.551 -2.754 0.10
H 6.243 3.121 -0.371 0.09
H 4.773 2.246 1.367 0.07
H 2.944 -1.041 2.959 0.09
H 4.793 -1.176 0.524 0.08
H 4.990 -2.088 2.025 0.08
H 5.184 -0.328 2.014 0.06
H 2.421 -2.206 0.184 0.05
H 1.295 -2.174 1.540 0.04
H 2.766 -3.155 1.638 0.08
H 1.755 1.229 3.470 0.08
H 4.686 2.063 3.275 0.06
H 4.118 0.529 3.929 0.06
H 3.640 2.046 4.682 0.07
H 2.918 3.567 1.897 0.06
H 2.119 3.671 3.470 0.07
H 1.216 3.137 2.043 0.06
C -0.904 2.911 4.929 -0.33
As -1.732 1.613 3.705 1.08
C -3.252 2.716 3.155 -0.31
C -2.652 0.512 5.054 -0.42
C -3.426 1.135 6.032 -0.12
C -4.097 0.402 6.996 -0.09
C -4.002 -0.982 6.993 -0.09
C -3.239 -1.612 6.024 -0.12
C -2.559 -0.883 5.049 -0.42
As -1.523 -1.843 3.679 1.07
C -2.921 -3.083 3.097 -0.31
C -0.553 -3.080 4.860 -0.33
H -1.630 3.349 5.614 0.01
H -0.455 3.705 4.332 0.01
H -0.117 2.421 5.502 0.02
H -3.756 3.172 4.007 0.02
H -3.948 2.085 2.605 -0.01
H -2.884 3.503 2.495 0.02
H -3.516 2.215 6.041 0.08
H -4.697 0.908 7.742 0.10
H -4.526 -1.569 7.737 0.10
H -3.181 -2.694 6.026 0.08
H -3.374 -3.607 3.939 0.02
H -2.477 -3.811 2.417 0.01
H -3.676 -2.506 2.565 -0.01
H -1.220 -3.625 5.527 0.01
H 0.172 -2.522 5.452 0.02
H -0.014 -3.793 4.235 0.01
N -7.623 1.837 -0.030 0.05
C -6.923 0.924 0.128 -0.46
N -6.195 -0.171 0.243 0.02
C -5.094 -0.139 0.928 -0.43
N -4.083 -0.221 1.512 0.01

=====

No. 2
161
Properties=species:S:1:pos:R:3:lowdin_charge:R:1 method="wB97M-V/def2-TZVPD" lumo_energy_ev=-1.71 multiplicity=1 homo_lumo_gap_ev=8.444
O -2.986 -1.587 -1.090 -0.27
V -1.863 -1.070 -2.015 1.02
O -2.041 -1.490 -3.531 -0.27
C -0.044 0.789 -0.728 -0.38
O -0.735 -0.290 -0.208 -0.18
O -0.513 0.696 -2.053 -0.20
C -0.169 2.143 0.038 -0.57
F 0.106 3.198 -0.791 0.12
F -1.315 2.385 0.576 0.19
F 0.673 2.249 1.051 0.17
C -0.029 -1.000 0.853 -0.14
C -1.021 -2.055 1.481 -0.02
H -0.574 -2.758 2.184 0.05
H -1.788 -1.459 1.976 0.07
H -1.526 -2.662 0.729 0.05
H 0.336 -0.320 1.623 0.11
H 0.850 -1.497 0.442 0.11
H 1.040 0.686 -0.751 0.16
C 4.773 1.258 1.384 -0.02
C 4.709 2.516 2.180 -0.31
C 3.843 3.623 1.550 -0.08
O 2.899 3.981 2.546 0.07
C 2.926 3.053 3.507 -0.54
O 2.145 2.991 4.418 0.14
O 3.960 2.204 3.341 0.09
H 5.374 0.553 1.959 0.10
H 5.196 1.438 0.396 0.09
H 3.781 0.843 1.208 0.09
H 5.719 2.849 2.421 0.16
H 3.355 3.223 0.661 0.13
H 4.434 4.476 1.216 0.14
C 0.491 -5.599 2.944 0.00
C 0.917 -6.255 1.632 -0.35
C 1.974 -7.315 1.701 -0.10
O 1.459 -8.331 0.895 0.10
C 0.201 -8.139 0.555 -0.53
O -0.455 -8.899 -0.139 0.14
O -0.169 -6.941 1.092 0.08
H 0.017 -6.293 3.638 0.10
H -0.222 -4.792 2.776 0.07
H 1.412 -5.168 3.335 0.07
H 1.239 -5.496 0.919 0.15
H 2.062 -7.644 2.737 0.14
H 2.918 -6.829 1.451 0.14
C -2.027 4.400 3.967 0.00
C -0.917 3.426 4.304 -0.37
C -0.615 3.158 5.773 -0.05
O -0.564 1.727 5.817 0.10
C -0.972 1.223 4.678 -0.58
O -0.977 0.050 4.392 0.12
O -1.314 2.201 3.838 0.08
H -1.939 4.613 2.902 0.05
H -1.839 5.335 4.495 0.10
H -3.011 4.028 4.251 0.10
H 0.014 3.695 3.807 0.13
H -1.495 3.450 6.346 0.14
H 0.357 3.564 6.055 0.13
C 1.066 3.949 -4.123 -0.01
C 2.179 2.920 -4.059 -0.28
C 1.669 1.507 -4.569 -0.09
O 2.637 1.164 -5.519 0.07
C 3.538 2.187 -5.649 -0.56
O 4.535 2.210 -6.376 0.11
O 3.181 3.229 -4.993 0.12
H 0.354 3.741 -3.324 0.07
H 0.569 3.976 -5.092 0.10
H 1.474 4.940 -3.926 0.09
H 2.691 2.795 -3.105 0.13
H 0.684 1.652 -5.014 0.13
H 1.631 0.796 -3.743 0.11
C -1.512 6.051 0.655 -0.01
C -0.318 6.513 1.503 -0.30
C 0.968 6.437 0.739 -0.07
O 1.407 7.781 0.754 0.13
C 0.604 8.596 1.288 -0.61
O 0.841 9.754 1.598 0.13
O -0.476 7.916 1.671 0.09
H -2.369 6.171 1.318 0.08
H -1.423 4.999 0.383 0.06
H -1.730 6.682 -0.206 0.11
H -0.224 6.085 2.501 0.14
H 0.693 6.046 -0.241 0.13
H 1.707 5.708 1.073 0.12
C 1.669 -5.668 -4.997 0.00
C 0.537 -5.499 -4.006 -0.29
C 0.686 -6.079 -2.581 -0.06
O 0.334 -5.008 -1.748 0.09
C 0.241 -3.892 -2.460 -0.50
O -0.006 -2.781 -1.948 0.06
O 0.417 -4.111 -3.771 0.10
H 2.011 -6.703 -4.973 0.09
H 2.462 -4.947 -4.800 0.07
H 1.324 -5.441 -6.006 0.09
H -0.447 -5.800 -4.368 0.16
H 1.729 -6.328 -2.388 0.14
H 0.040 -6.938 -2.403 0.15
C -4.466 4.103 -2.565 0.00
C -3.024 4.059 -2.960 -0.28
C -2.619 3.265 -4.148 -0.12
O -2.230 4.140 -5.149 0.08
C -2.219 5.391 -4.749 -0.56
O -1.795 6.371 -5.390 0.11
O -2.614 5.352 -3.490 0.08
H -4.740 3.283 -1.900 0.07
H -5.178 4.137 -3.389 0.10
H -4.730 5.077 -2.154 0.09
H -2.345 3.875 -2.128 0.14
H -3.410 2.613 -4.519 0.15
H -1.737 2.666 -3.921 0.12
C -4.389 3.027 1.210 0.00
C -4.176 1.715 0.433 -0.31
C -3.842 0.447 1.323 -0.06
O -4.907 -0.469 1.072 0.07
C -5.729 0.043 0.164 -0.54
O -6.649 -0.544 -0.353 0.15
O -5.381 1.330 -0.179 0.06
H -5.149 2.908 1.982 0.10
H -4.701 3.799 0.506 0.08
H -3.481 3.378 1.701 0.05
H -3.449 1.862 -0.365 0.12
H -3.603 0.679 2.361 0.14
H -2.961 -0.041 0.906 0.08
C 4.576 -3.013 -3.690 0.00
C 3.534 -2.139 -2.895 -0.24
C 3.751 -2.229 -1.407 -0.10
O 3.695 -0.909 -0.946 0.10
C 3.731 -0.109 -1.952 -0.65
O 3.857 1.080 -1.881 0.14
O 3.863 -0.750 -3.076 0.13
H 4.836 -2.612 -4.670 0.09
H 4.301 -4.065 -3.778 0.07
H 5.571 -3.064 -3.247 0.08
H 2.529 -2.435 -3.195 0.14
H 4.770 -2.575 -1.232 0.14
H 3.050 -2.888 -0.896 0.13
C -4.012 -4.290 1.205 0.00
C -4.559 -4.842 -0.082 -0.29
C -5.218 -3.755 -0.902 -0.13
O -4.789 -3.974 -2.198 0.10
C -3.649 -4.657 -2.165 -0.54
O -2.833 -4.713 -3.075 0.12
O -3.470 -5.158 -0.935 0.09
H -3.179 -4.906 1.543 0.09
H -4.824 -4.174 1.924 0.10
H -3.564 -3.313 1.022 0.06
H -5.131 -5.765 0.009 0.16
H -4.991 -2.724 -0.633 0.10
H -6.308 -3.761 -0.893 0.15
C 2.080 -3.022 5.539 -0.02
C 1.708 -2.327 4.249 -0.32
C 2.208 -0.918 4.215 -0.11
O 3.361 -0.974 3.424 0.06
C 3.373 -2.136 2.723 -0.48
O 4.148 -2.325 1.779 0.11
O 2.435 -2.993 3.212 0.06
H 1.910 -4.096 5.463 0.08
H 1.557 -2.653 6.421 0.10
H 3.129 -2.920 5.815 0.10
H 0.625 -2.434 4.196 0.14
H 2.556 -0.412 5.115 0.15
H 1.465 -0.259 3.767 0.11